Below is a structure of composition C4H4O5V at a distorted geometry, with properties calculated with wB97M-V/def2-TZVPD.

Last column: Löwdin charge in e.
Positions of all 14 atoms, in Å:
O (2.157, -0.181, -1.673)  0.06
C (2.501, -1.026, -0.698)  -0.62
C (0.883, 0.420, -1.330)  -0.16
O (3.586, -1.547, -0.613)  0.14
O (1.512, -1.187, 0.171)  0.01
C (0.279, -0.591, -0.375)  -0.32
H (0.298, 0.560, -2.245)  0.13
H (1.105, 1.398, -0.878)  0.12
H (-0.170, -1.397, -0.982)  0.10
O (-2.396, 1.452, 1.471)  -0.21
C (-2.942, 0.640, 2.480)  -0.29
O (-2.434, -0.495, 2.342)  -0.19
H (-3.317, 1.915, 1.322)  0.17
V (-1.062, 0.039, 1.008)  1.08

The LUMO energy (alpha / beta) is -0.74 / -0.99 eV. The orbital gap (alpha / beta) comes out at 8.53 / 8.59 eV. Its spin multiplicity is 4. As for the expectation value of S²: 3.763. The HOMO energy (alpha / beta) comes out at -9.3 / -9.6 eV.


Below is the ion C4H9N2O with charge +1 at a distorted geometry, with properties calculated with wB97M-V/def2-TZVPD.

Last column: Löwdin charge in e.
Positions of all 16 atoms, in Å:
C (-1.670, 1.125, 0.144)  -0.09
C (-0.158, 1.133, 0.214)  -0.07
C (-0.209, -1.366, 0.599)  0.11
C (1.856, -0.372, -0.459)  0.03
N (-2.412, 0.138, -0.177)  -0.04
N (0.330, -0.297, -0.236)  -0.17
O (-2.275, -1.063, -0.214)  0.04
H (-2.139, 2.063, 0.345)  0.12
H (0.289, 2.074, -0.358)  0.18
H (0.250, 1.374, 1.192)  0.13
H (0.001, -2.393, 0.286)  0.11
H (-0.723, -1.057, 1.568)  0.14
H (2.155, 0.567, -0.904)  0.10
H (2.372, -0.558, 0.483)  0.12
H (2.129, -1.050, -1.193)  0.08
H (0.205, -0.318, -1.289)  0.20

Its total charge is +1. The LUMO energy (alpha / beta) is -4.76 / -4.83 eV. The orbital gap (alpha / beta) comes out at 9.18 / 8.72 eV. The HOMO energy (alpha / beta) comes out at -13.9 / -13.6 eV.


Ordered E_tot results: -40133.7456; -9308.7009; unit eV.
Ordered ΔE to the lowest compared entry with this formula, charge and spin results: 51.7; 168.7; unit kcal/mol.